{"formula": "C4H12", "method": "ωB97M-V with the def2-TZVPD basis set", "total_energy_ev": -4342.340, "de_lowest_kcal_mol": 4.33, "gap_ev": 12.806, "lumo_energy_ev": 1.166, "homo_energy_ev": -11.64, "species": ["C", "C", "H", "H", "H", "H", "H", "H", "C", "C", "H", "H", "H", "H", "H", "H"], "coordinates": [[0.390, -0.071, 2.513], [-0.737, -0.909, 1.932], [1.342, -0.407, 2.116], [0.429, -0.188, 3.594], [0.281, 0.992, 2.285], [-0.480, -1.965, 2.050], [-1.734, -0.738, 2.343], [-0.864, -0.772, 0.858], [0.240, 0.145, -1.519], [0.074, 0.879, -2.869], [0.161, 0.794, -0.650], [1.223, -0.323, -1.478], [-0.508, -0.642, -1.501], [1.028, 0.920, -3.391], [-0.617, 0.369, -3.532], [-0.229, 1.918, -2.752]], "nbo_charge": [-0.61, -0.61, 0.20, 0.20, 0.20, 0.20, 0.20, 0.20, -0.62, -0.61, 0.21, 0.21, 0.20, 0.20, 0.20, 0.21]}